Entry 1:
Density functional theory data (ωB97M-V/def2-TZVPD) for a molecular structure, C5H26NO8.

Summary:
max |F|: 0.0457 hartree/bohr
charge: -1
LUMO level: 2.768 eV
energy relative to the best compared isomer or geometry (same formula, charge and spin): 236.8 kJ/mol
HOMO energy: -0.2081 hartree

Geometry (Å):
C -1.97967 -0.00528 -1.50639
O -3.07623 0.02073 -2.00075
C -1.04875 1.21350 -1.52044
C -0.75730 1.57390 -0.07276
C 0.32216 0.67413 0.58311
C 1.23100 0.16078 2.79123
N 0.29021 1.00291 2.03903
H -2.88879 1.74704 3.18063
H -1.45999 -0.86629 -1.07485
H -1.48075 2.06061 -2.04816
H -0.14284 1.07672 -2.09970
H -0.31941 2.57403 0.03131
H -1.62447 1.35754 0.56175
H 1.33245 0.88287 0.19839
H 0.24042 -0.40177 0.35832
H 0.81233 -0.70534 3.32588
H 1.76975 0.84237 3.47651
H 2.09688 -0.18901 2.21329
H -0.63053 0.79326 2.40088
H 0.57564 -3.47833 -1.30855
H 2.85147 -1.67634 -3.04687
O 0.24446 -2.57645 -1.35667
H -0.97003 -3.30085 1.02170
H -0.25548 -2.41952 -0.32458
O -0.60061 -2.41598 0.91782
H -1.87754 -1.53317 1.58406
H -2.25971 -1.00423 3.02130
O -2.43800 -0.88346 2.08686
H 0.15711 4.39668 -1.95573
H 1.92334 0.71332 -3.07892
O 2.02712 1.63772 -2.80480
H 0.79406 -3.05547 1.58978
H 2.04484 -2.70300 2.39517
O 1.59933 -3.47265 2.02627
H 0.45831 3.32481 -2.77762
H -2.91538 1.94802 2.46523
O -0.34424 3.84831 -2.58135
H 1.39932 -1.78605 -2.53007
H 2.91704 1.90348 -3.04500
O 1.98249 -1.27952 -3.13532

=====

Entry 2:
Density functional theory data (ωB97M-V/def2-TZVPD) for a molecular structure, C13H27MnN3O6Te.

Summary:
max |F|: 0.1666 hartree/bohr
charge: +4
2S+1: 2
LUMO level (alpha / beta): -13.659 / -13.661 eV
energy relative to the best compared isomer or geometry (same formula, charge and spin): 40.1 kJ/mol
HOMO energy (alpha / beta): -0.7106 / -0.7112 hartree

Geometry (Å):
Mn -0.95945 0.12939 -0.96729
O -0.49427 2.16744 -0.73375
C 0.45267 3.03760 -1.33853
C 1.93257 2.98263 -0.92311
N 2.66724 1.83191 -1.43165
C 3.56895 2.04040 -2.40158
C 0.11787 -0.30352 -4.23636
O 0.59501 -0.51115 -5.20890
O -0.37424 0.12531 -3.33093
C 2.88071 0.68087 -0.60888
C 2.17498 -0.64810 -1.06532
O 3.19491 -1.46392 -1.35323
O 0.99234 -0.95203 -1.11556
H -0.95294 2.60178 -0.00195
H 0.14393 4.06525 -1.14185
H 0.33517 2.92769 -2.41403
H 2.01528 3.01541 0.16663
H 2.43214 3.84372 -1.40098
H 4.11875 1.11634 -2.69765
H 3.39131 2.83954 -3.18800
H 2.50399 0.82123 0.39760
H 3.93339 0.56280 -0.53070
C 3.00886 -4.53695 0.36093
Te 3.09201 -3.55875 -1.54676
C 5.25330 -3.81390 -1.64729
H 3.73160 -4.10711 1.06101
H 3.34856 -5.56667 0.08208
H 1.99136 -4.57763 0.75772
H 5.27301 -4.88733 -1.82755
H 5.62838 -3.51285 -0.65412
H 5.63514 -3.19790 -2.46525
C -4.53135 -1.16285 2.60253
N -3.82983 -0.63805 1.46797
C -4.16817 -1.32401 0.19143
C -2.96138 0.37642 1.55440
O -2.03462 0.54252 0.61403
N -2.98224 1.28991 2.53876
C -4.25762 1.91714 2.78580
C -1.72961 1.84308 3.05932
H -4.21273 -2.20163 2.73700
H -5.60778 -1.06486 2.51322
H -4.22432 -0.64325 3.48957
H -5.11096 -1.82592 0.40560
H -3.45033 -2.06306 -0.19602
H -4.44723 -0.61453 -0.58799
H -4.25343 2.94793 2.42434
H -4.55943 1.96837 3.81372
H -5.06885 1.40761 2.21982
H -0.98547 1.08972 3.30752
H -1.89816 2.31976 4.01437
H -1.31903 2.68418 2.44987

=====

Entry 3:
Density functional theory data (ωB97M-V/def2-TZVPD) for a molecular structure, C2H4P2.

Summary:
max |F|: 0.0684 hartree/bohr
LUMO level: 0.040 eV
energy relative to the best compared isomer or geometry (same formula, charge and spin): 128.4 kJ/mol
HOMO energy: -0.3054 hartree

Geometry (Å):
C -1.04099 0.99545 -0.14504
C 0.98298 -0.29623 0.04727
P 0.29460 1.25057 0.81948
P -0.49013 -0.97579 -0.70909
H -1.96455 1.53127 -0.48236
H 1.56857 -0.06016 -0.88620
H 1.60796 -0.82775 0.76896
H -0.95844 -1.61737 0.58699

=====

Entry 4:
Density functional theory data (ωB97M-V/def2-TZVPD) for a gas-phase ion, C3H6NOS (charge -1).

Summary:
SMILES: N[C@H](C=O)C[S-]
max |F|: 0.0226 hartree/bohr
charge: -1
LUMO level: 4.046 eV
energy relative to the best compared isomer or geometry (same formula, charge and spin): 113.4 kJ/mol
HOMO energy: -0.1003 hartree

Geometry (Å):
N -1.21632 0.54705 -0.81746
C 0.10103 -0.02745 -0.53249
C -0.04876 -1.41043 0.03667
O -1.06757 -2.05047 0.07889
C 0.93301 0.81058 0.44610
S 0.09414 1.07623 2.03659
H -1.93685 -0.13918 -0.62903
H -1.35472 1.26790 -0.11473
H 0.62539 -0.19082 -1.48749
H 0.89088 -1.89094 0.36562
H 1.13826 1.78607 0.01344
H 1.84152 0.22146 0.60391

=====

Entry 5:
Density functional theory data (ωB97M-V/def2-TZVPD) for 2 unconnected molecules or ions with the total composition C3H8FNO.

Summary:
max |F|: 0.0896 hartree/bohr
LUMO level (alpha / beta): 0.732 / 0.731 eV
energy relative to the best compared isomer or geometry (same formula, charge and spin): 587.0 kJ/mol
HOMO energy (alpha / beta): -0.3028 / -0.3025 hartree

Geometry (Å):
C 2.10953 1.17154 -0.41756
C -1.80742 -1.12495 -0.50009
C 0.67627 -0.28291 0.97006
N 1.77783 -0.09990 0.24306
O -0.91026 -0.00180 -0.42979
F 2.09905 -1.13917 -0.59495
H 2.06836 1.90694 0.26395
H 3.10809 1.07419 -0.75565
H 1.39056 1.32777 -1.29397
H -2.14998 -1.56781 0.36034
H -1.41734 -1.92093 -1.03555
H -2.62696 -0.62766 -1.07273
H 0.22537 -1.36393 1.02300
H 0.53073 0.42102 1.82281

=====

Entry 6:
Density functional theory data (ωB97M-V/def2-TZVPD) for a molecular structure, C6H12BCl6F6Hg2O2P.

Summary:
max |F|: 0.0716 hartree/bohr
charge: +2
LUMO level: -10.755 eV
energy relative to the best compared isomer or geometry (same formula, charge and spin): 94.9 kJ/mol
HOMO energy: -0.5395 hartree

Geometry (Å):
Hg 0.61789 1.41076 -2.13844
Hg -0.88130 -2.90865 -0.31897
B 0.98092 -0.85392 -0.71739
F 2.08191 -0.18793 -1.08672
F 1.07027 -1.66531 0.40189
F 0.04151 0.10435 -0.45132
F 0.57062 -1.64548 -1.76121
O -2.18094 -1.72618 -1.58103
P -2.34133 -0.58121 -2.63359
O -1.21738 0.46807 -2.72659
F -3.74328 0.18261 -2.36152
F -2.53746 -1.25808 -4.10264
Cl 4.94692 -4.60024 -1.16525
C 5.78780 -3.40409 -0.23226
C 4.83169 -2.29555 0.41744
Cl 3.75191 -3.10275 1.52129
H 6.52036 -2.94353 -0.89509
H 6.29220 -3.84098 0.62961
H 4.25049 -1.97377 -0.44671
H 5.31526 -1.39650 0.79952
Cl -0.21922 5.85457 -0.97870
C -0.68393 5.39211 0.65686
C -0.22152 3.98929 1.01585
Cl -0.93980 2.70927 -0.03416
H -1.77283 5.41776 0.69867
H -0.28633 6.09255 1.39130
H -0.41337 3.81885 2.07521
H 0.86711 4.01491 0.96741
Cl -4.45956 -2.43741 0.91904
C -4.41048 -0.66748 1.15425
C -3.31866 -0.43694 2.17245
Cl -1.70145 -0.69767 1.57668
H -5.36331 -0.23055 1.45309
H -4.27877 -0.11472 0.22408
H -3.51236 -1.07404 3.03541
H -3.44368 0.58805 2.52153

=====

Entry 7:
Density functional theory data (ωB97M-V/def2-TZVPD) for a molecular structure, C25H34BN2O4RhS5Sb.

Summary:
max |F|: 0.0251 hartree/bohr
charge: -1
2S+1: 5
LUMO level (alpha / beta): 1.577 / 0.968 eV
HOMO energy (alpha / beta): -0.1498 / -0.1448 hartree

Geometry (Å):
Rh 2.38893 -1.03227 1.25979
S 3.10588 -5.87632 4.11711
Sb 1.91404 -3.86659 3.92379
S 2.73019 -0.22392 3.22888
S 2.11574 -3.37244 1.49550
S -0.33889 -4.34812 4.15929
C 5.98454 -0.42987 -1.27351
C 5.39011 0.80514 -0.58549
C 5.42562 0.36860 0.86785
O 4.96488 -0.98699 0.81469
C 5.51957 -1.58661 -0.36670
H 7.07371 -0.36593 -1.27654
H 5.64398 -0.55226 -2.30144
H 4.34686 0.94032 -0.88181
H 5.94118 1.72488 -0.78180
H 4.76485 0.92526 1.52433
H 6.44576 0.39732 1.26905
H 4.73602 -2.19316 -0.81884
H 6.34482 -2.24237 -0.08661
C -3.22316 6.12589 1.44196
C -2.90281 4.88467 2.27396
C -2.47135 5.34258 3.67458
C -4.18099 4.04060 2.38472
C -1.78684 4.04022 1.65131
C -1.13908 4.40936 0.47547
C -0.10617 3.64540 -0.08544
C 0.24754 2.49434 0.56761
O 1.21708 1.57458 0.26133
B 1.15910 0.58439 1.27688
O 0.13531 0.92890 2.17412
C -0.40195 2.10369 1.72767
C -1.40052 2.85134 2.29419
H -4.01545 6.69556 1.93396
H -3.57357 5.85769 0.44214
H -2.35296 6.77944 1.34390
H -3.25669 5.95007 4.13473
H -1.56018 5.94276 3.61522
H -2.27168 4.49331 4.33056
H -4.98627 4.62732 2.83751
H -4.02457 3.15132 2.99742
H -4.50662 3.71283 1.39459
H -1.42761 5.31725 -0.03642
H 0.39397 3.95714 -0.99409
H -1.85752 2.52473 3.22060
C -2.03089 -1.23457 1.24252
C -2.38887 -1.57719 -0.19879
C -1.63162 -2.79572 -0.72103
N -0.17280 -2.60015 -0.81721
C 0.45873 -1.68156 -1.50555
S 2.06093 -1.18377 -1.19897
N -0.14738 -1.07209 -2.59080
C -1.07247 -1.51595 -3.54021
O -1.66506 -0.70444 -4.20903
C -1.20009 -2.98521 -3.77209
C -0.10791 -3.83590 -3.64898
C -0.24932 -5.18496 -3.94181
C -1.47885 -5.68274 -4.34935
C -2.56514 -4.82610 -4.49323
C -2.42100 -3.47644 -4.22027
H -2.53385 -0.31994 1.56424
H -0.96164 -1.07284 1.35820
H -2.30290 -2.03802 1.92742
H -2.19204 -0.72531 -0.85963
H -3.45629 -1.80219 -0.27998
H -2.02093 -3.09277 -1.69054
H -1.76689 -3.63588 -0.03985
H 0.35667 -2.90656 0.02149
H 0.19018 -0.13688 -2.76669
H 0.85461 -3.44819 -3.33607
H 0.60384 -5.84528 -3.84893
H -1.59132 -6.74030 -4.55446
H -3.52330 -5.21111 -4.81990
H -3.24922 -2.78801 -4.33654

=====

Entry 8:
Density functional theory data (ωB97M-V/def2-TZVPD) for a molecular structure, BeCl7Tl.

Summary:
max |F|: 0.0505 hartree/bohr
charge: -2
LUMO level: -0.135 eV
HOMO energy: -0.1137 hartree

Geometry (Å):
Be -0.49697 -0.32608 -0.05270
Tl -0.78120 2.46508 -3.83707
Cl -0.78952 1.39599 4.44532
Cl 2.21148 0.12181 2.27170
Cl -2.37737 -0.21566 -2.25341
Cl 2.31467 -3.54122 0.35786
Cl -1.38096 -2.60470 1.18785
Cl 1.64658 0.13522 -2.19875
Cl -0.34671 2.56956 0.07919

=====

Entry 9:
Density functional theory data (ωB97M-V/def2-TZVPD) for a molecular structure, C20H33Cl5IrN2O2Si3.

Summary:
max |F|: 0.0642 hartree/bohr
charge: +1
2S+1: 5
LUMO level (alpha / beta): -2.193 / -5.632 eV
energy relative to the best compared isomer or geometry (same formula, charge and spin): 84.6 kJ/mol
HOMO energy (alpha / beta): -0.3886 / -0.3867 hartree

Geometry (Å):
Ir 0.31706 0.88308 0.11768
Cl 5.52956 0.29898 5.17938
C 4.66646 0.61948 3.73978
C 3.28966 0.88108 3.79478
Cl 2.48446 0.88858 5.30708
C 2.58916 1.11098 2.62628
Cl 0.90056 1.41708 2.66238
C 3.19076 1.04268 1.34108
O 2.53656 1.16508 0.26168
C 4.60116 0.80908 1.33158
Cl 5.38856 0.79938 -0.17972
C 5.31576 0.59978 2.49978
Cl 6.99576 0.27808 2.43878
C 1.07036 0.73568 -3.51342
O 0.43756 0.26878 -2.34352
Si -0.74404 -0.90042 -2.25252
C -0.27944 -2.43812 -3.27552
C -2.34594 -0.21092 -3.02782
C -0.66344 -1.01322 -0.33122
Si 0.65026 -2.29452 0.26028
C 0.05846 -4.05832 -0.18942
C 0.92286 -2.31442 2.15698
C 2.34976 -1.99652 -0.56652
Si -2.35714 -0.93352 0.57578
C -3.40124 -2.45892 0.09758
C -3.30754 0.64908 0.05788
C -2.15984 -0.89812 2.47978
H 1.34066 -0.09772 -4.16152
H 1.97376 1.27138 -3.22782
H 0.40086 1.40238 -4.05792
H -0.32594 -2.21192 -4.33752
H -0.96704 -3.25742 -3.10032
H 0.72186 -2.79552 -3.06432
H -2.25994 -0.22692 -4.11142
H -2.53664 0.81458 -2.73142
H -3.21834 -0.79822 -2.76912
H -0.93864 -4.26482 0.18068
H 0.72736 -4.78382 0.26238
H 0.05876 -4.23762 -1.25662
H 0.13046 -2.86132 2.65408
H 0.98646 -1.33292 2.61078
H 1.85246 -2.83242 2.36928
H 2.39606 -2.43042 -1.55892
H 3.14146 -2.44692 0.02528
H 2.57206 -0.94032 -0.66642
H -3.55564 -2.52322 -0.97442
H -4.37704 -2.40142 0.57108
H -2.94104 -3.38412 0.42288
H -4.05874 0.43608 -0.69292
H -2.62954 1.38798 -0.35572
H -3.81814 1.09598 0.90398
H -1.95314 -1.89102 2.86168
H -3.08164 -0.56262 2.94538
H -1.36384 -0.24322 2.81898
C -2.02294 3.54728 1.49348
C -1.42244 3.70888 0.15098
N -0.50514 2.93128 -0.39622
C -0.21384 3.46438 -1.62412
C -0.97834 4.57168 -1.82122
N -1.73404 4.71328 -0.69152
H -1.69904 2.60288 1.92248
H -3.10824 3.56348 1.42808
H -1.71324 4.35898 2.15158
H 0.53076 3.02828 -2.25582
H -1.05904 5.23558 -2.65372
H -2.38774 5.45938 -0.51302

=====

Entry 10:
Density functional theory data (ωB97M-V/def2-TZVPD) for 2 unconnected molecules or ions with the total composition CH5OS.

Summary:
max |F|: 0.0380 hartree/bohr
charge: -1
LUMO level: 4.517 eV
energy relative to the best compared isomer or geometry (same formula, charge and spin): 19.4 kJ/mol
HOMO energy: -0.0897 hartree

Geometry (Å):
C -0.60804 -1.06033 -0.57117
S 0.09433 -1.03899 1.18462
H -0.91322 -0.05127 -0.81278
H -1.48428 -1.70190 -0.51252
H 0.14033 -1.51220 -1.21165
H 1.67845 1.75585 0.64226
H 0.27275 1.39078 0.61816
O 0.81968 2.21805 0.66308

=====

Entry 11:
Density functional theory data (ωB97M-V/def2-TZVPD) for 2 unconnected molecules or ions with the total composition C5H12O2.

Summary:
SMILES: CC=O.CCCO
max |F|: 0.0545 hartree/bohr
LUMO level: 0.909 eV
energy relative to the best compared isomer or geometry (same formula, charge and spin): 133.6 kJ/mol
HOMO energy: -0.3689 hartree

Geometry (Å):
C 1.37404 2.59782 -0.11712
C 0.27540 1.91165 -0.86461
O 0.43577 1.14818 -1.79043
H 1.44827 3.62260 -0.47925
H 1.13447 2.64521 0.94338
H 2.32268 2.08839 -0.26731
H -0.73722 2.28570 -0.61271
C -1.53899 -2.37534 0.32079
C -1.05759 -0.93047 0.32590
C 0.47558 -0.77204 0.55085
O 1.27027 -1.19976 -0.51059
H -2.58754 -2.42581 0.03494
H -1.42628 -2.81655 1.30830
H -0.95356 -2.95835 -0.38603
H -1.58619 -0.35737 1.09064
H -1.27113 -0.47584 -0.64583
H 0.77164 0.17139 1.02769
H 0.57854 -1.53327 1.34456
H 1.07184 -0.62613 -1.27318

=====

Entry 12:
Density functional theory data (ωB97M-V/def2-TZVPD) for H5N2OP in the gas phase.

Summary:
SMILES: N[PH](N)=O
max |F|: 0.1513 hartree/bohr
LUMO level: 0.742 eV
energy relative to the best compared isomer or geometry (same formula, charge and spin): 302.4 kJ/mol
HOMO energy: -0.3292 hartree

Geometry (Å):
N 0.19057 -1.43400 0.02446
P -0.75526 -0.08799 0.36528
N 0.14421 1.27226 -0.07282
O -2.56115 -0.03570 -0.33234
H 0.43130 -1.47463 -0.94671
H -0.36224 -2.28491 0.05608
H -0.85134 -0.16801 1.79948
H 0.16449 1.91032 0.68503
H -0.31459 1.46745 -0.96964